# 1
Entry from the Open Molecules 2025 dataset: a molecular structure, C24H60B2ClN5O7P3S2 in a non-equilibrium geometry (ωB97M-V/def2-TZVPD).

Properties
Kohn-Sham gap   6.70 eV
Energy   -111056.056 eV
Highest occupied orbital energy   -9.2 eV
LUMO level   -2.461 eV

ORCA input file:
```
! RIJCOSX wB97M-V def2-TZVPD def2/J DEFGRID3
* xyz 1 1
C 4.11 -3.57 2.18
C 2.93 -3.43 1.21
C 3.39 -2.99 -0.16
C 2.27 -2.83 -1.18
C 1.07 -1.96 -0.79
C 1.37 -0.58 -0.13
C 0.18 0.27 -0.53
C -0.03 1.77 -0.06
P -1.91 1.91 -0.23
C -2.71 0.60 -1.20
C -3.26 -0.67 -0.52
C -3.05 2.68 0.95
C -3.92 1.76 1.84
C 0.65 2.60 -1.18
B -0.22 2.60 -2.56
N 0.21 1.62 -3.54
O -1.28 3.44 -2.85
N 1.26 3.95 -0.85
C 0.86 5.06 -1.76
C 1.35 4.34 0.60
C 2.33 5.52 0.80
C 3.55 5.68 -0.12
N 3.38 6.86 -0.98
B -0.05 4.97 1.12
O -0.11 5.63 2.33
O -1.11 4.94 0.31
C 1.65 3.07 1.43
Cl 1.87 3.54 3.12
P 3.44 2.45 1.15
O 4.30 3.72 1.61
O 3.67 2.38 -0.44
S 4.02 0.93 2.15
N 0.58 2.08 1.30
P -0.08 1.35 2.67
O 1.10 0.64 3.46
O -0.94 0.14 2.08
S -1.16 2.42 3.86
H 4.37 -4.62 2.33
H 4.98 -3.08 1.77
H 3.89 -3.16 3.16
H 2.49 -4.42 1.10
H 2.17 -2.78 1.63
H 4.03 -3.78 -0.54
H 4.01 -2.10 -0.13
H 2.66 -2.50 -2.14
H 1.88 -3.83 -1.36
H 0.46 -2.54 -0.10
H 0.45 -1.80 -1.67
H 1.43 -0.76 0.92
H 2.32 -0.25 -0.52
H -0.68 -0.30 -0.20
H 0.15 0.24 -1.61
H -3.52 1.07 -1.74
H -2.01 0.29 -1.97
H -3.35 -1.46 -1.26
H -2.65 -1.01 0.31
H -4.25 -0.48 -0.13
H -2.61 3.43 1.58
H -3.75 3.24 0.34
H -3.85 2.05 2.88
H -4.96 1.86 1.57
H -3.67 0.71 1.73
H 1.48 1.95 -1.44
H -0.52 1.52 -4.24
H 1.02 1.97 -4.06
H -1.10 3.98 -3.63
H 2.24 3.84 -1.12
H -0.21 5.18 -1.77
H 1.30 5.98 -1.42
H 1.29 4.89 -2.74
H 1.76 6.42 0.59
H 2.62 5.63 1.83
H 3.81 4.82 -0.73
H 4.42 5.83 0.51
H 3.31 7.67 -0.37
H 4.23 7.02 -1.51
H -0.15 6.58 2.19
H -1.85 5.44 0.67
H 5.15 3.68 1.15
H 4.19 1.59 -0.65
H 0.74 -0.05 4.02
H -1.00 -0.56 2.74
C -4.11 -7.82 -1.49
C -3.31 -6.53 -1.64
N -3.56 -5.58 -0.57
C -3.04 -4.26 -0.84
C -1.52 -4.08 -0.98
C -3.35 -6.08 0.78
C -1.96 -6.63 1.13
H -5.17 -7.61 -1.39
H -3.97 -8.44 -2.37
H -3.79 -8.40 -0.63
H -3.60 -6.05 -2.58
H -2.24 -6.78 -1.74
H -3.41 -3.58 -0.07
H -3.50 -3.91 -1.78
H -1.02 -4.13 -0.01
H -1.31 -3.10 -1.40
H -1.08 -4.83 -1.63
H -4.08 -6.87 0.96
H -3.61 -5.28 1.48
H -1.57 -7.29 0.36
H -2.02 -7.21 2.05
H -1.23 -5.84 1.31
*
```

---

# 2
Entry from the Open Molecules 2025 dataset: 11 unconnected molecules or ions with the total composition C24H60BO28 in a non-equilibrium geometry (ωB97M-V/def2-TZVPD).

Properties
Kohn-Sham gap   9.08 eV
Energy   -83867.526 eV
Highest occupied orbital energy   -7.3 eV
LUMO level   1.832 eV
ΔE to the lowest compared entry with this formula, charge and spin   3.438 eV

ORCA input file:
```
! RIJCOSX wB97M-V def2-TZVPD def2/J DEFGRID3
* xyz -1 1
O -3.20 -0.95 -0.80
C -2.07 -0.49 -0.93
O -0.91 -1.20 -1.05
B 0.22 -0.30 -0.91
O -0.36 1.05 -0.88
C -1.69 1.02 -1.01
O -2.41 2.05 -0.99
O 1.08 -0.45 -2.12
C 2.37 -0.72 -1.87
O 3.28 -0.85 -2.72
C 2.45 -0.85 -0.33
O 1.21 -0.62 0.19
O 3.54 -1.03 0.27
C -2.77 3.25 3.01
C -2.44 4.70 3.43
O -2.91 5.68 2.42
O -2.15 2.92 1.79
H -3.85 3.12 2.90
H -2.46 2.61 3.84
H -1.36 4.73 3.55
H -2.86 4.90 4.41
H -3.10 6.50 2.89
H -1.96 1.99 1.64
C 4.24 -3.67 -4.88
C 3.05 -3.93 -3.96
O 2.43 -5.14 -4.46
O 5.28 -4.61 -4.80
H 4.73 -2.72 -4.65
H 3.90 -3.53 -5.90
H 2.46 -3.02 -3.84
H 3.41 -4.27 -2.99
H 1.76 -5.49 -3.86
H 4.75 -5.37 -4.54
C -3.28 -0.41 2.67
C -3.45 -1.31 3.91
O -2.54 -2.37 3.94
O -1.94 0.06 2.61
H -3.81 0.52 2.81
H -3.64 -0.90 1.76
H -4.44 -1.74 3.78
H -3.57 -0.80 4.86
H -2.60 -2.86 3.12
H -1.52 -0.59 3.18
C 1.71 -4.04 1.33
C 2.57 -3.69 2.47
O 3.74 -2.90 2.16
O 1.95 -5.38 0.97
H 1.88 -3.35 0.50
H 0.67 -3.93 1.62
H 2.86 -4.61 2.97
H 2.05 -3.08 3.22
H 3.56 -1.96 2.24
H 1.51 -5.86 1.68
C -3.86 5.41 -2.53
C -3.06 5.28 -1.17
O -3.46 6.27 -0.23
O -3.18 6.05 -3.57
H -4.92 5.63 -2.41
H -3.83 4.39 -2.90
H -2.01 5.48 -1.37
H -3.13 4.34 -0.62
H -3.26 5.95 0.66
H -2.80 5.41 -4.18
C 6.99 0.08 -1.21
C 7.66 1.12 -0.32
O 9.08 1.03 -0.40
O 7.01 -1.11 -0.43
H 7.49 0.01 -2.17
H 5.95 0.36 -1.43
H 7.40 1.22 0.73
H 7.27 2.08 -0.68
H 9.32 1.34 -1.27
H 6.19 -1.43 -0.04
C 1.25 3.14 0.98
C 0.77 4.14 -0.09
O 1.64 5.26 -0.22
O 0.61 3.53 2.21
H 2.30 3.32 1.22
H 1.16 2.07 0.77
H -0.21 4.51 0.20
H 0.66 3.77 -1.11
H 1.20 6.08 -0.45
H -0.31 3.27 2.15
C -1.78 -3.40 -4.20
C -3.27 -2.85 -4.13
O -3.50 -2.00 -5.25
O -1.71 -4.51 -5.02
H -1.38 -3.75 -3.25
H -1.11 -2.66 -4.64
H -3.35 -2.26 -3.22
H -4.00 -3.65 -4.21
H -3.59 -2.53 -6.04
H -1.53 -4.12 -5.87
C 4.18 0.44 4.29
C 3.64 1.24 3.05
O 4.49 1.06 1.93
O 3.52 -0.79 4.23
H 3.77 0.93 5.17
H 5.26 0.40 4.41
H 3.58 2.30 3.29
H 2.66 0.89 2.71
H 4.18 0.34 1.37
H 3.39 -1.20 5.09
C -7.57 -2.15 1.05
C -6.58 -2.05 -0.14
O -6.07 -0.75 -0.43
O -7.00 -1.58 2.23
H -7.81 -3.19 1.29
H -8.45 -1.62 0.71
H -7.17 -2.42 -0.99
H -5.72 -2.70 0.01
H -5.11 -0.87 -0.39
H -7.25 -0.66 2.19
*
```

---

# 3
Entry from the Open Molecules 2025 dataset: a molecular structure, C24H60CrCs2N4O4P in a non-equilibrium geometry (ωB97M-V/def2-TZVPD).

Properties
Kohn-Sham gap (alpha / beta)   5.61 / 6.19 eV
Energy   -78807.319 eV
Highest occupied orbital energy (alpha / beta)   -12.1 / -12.1 eV
LUMO level (alpha / beta)   -6.541 / -5.957 eV
ΔE to the lowest compared entry with this formula, charge and spin   1.140 eV

ORCA input file:
```
! RIJCOSX wB97M-V def2-TZVPD def2/J DEFGRID3
* xyz 2 4
Cr 1.06 1.52 1.61
Cs 1.90 1.97 -4.58
Cs 4.97 0.77 -1.34
P 1.69 0.98 -0.53
O 2.12 0.70 -1.96
O 2.62 0.86 0.69
O 0.68 0.18 0.28
O 1.21 2.41 -0.07
C -0.52 -0.44 3.50
C -1.24 0.90 3.43
N -1.01 1.63 2.12
C -1.38 3.04 2.33
C -0.75 4.10 1.46
C -1.96 1.05 1.18
C -2.13 1.72 -0.19
H -0.83 -1.15 2.74
H -0.64 -0.91 4.48
H 0.55 -0.27 3.50
H -2.28 0.65 3.65
H -0.84 1.55 4.21
H -2.47 3.15 2.38
H -1.14 3.35 3.34
H -1.15 5.08 1.74
H 0.33 4.13 1.64
H -0.90 4.01 0.39
H -2.97 1.10 1.57
H -1.78 -0.01 1.02
H -2.79 1.13 -0.82
H -1.18 1.81 -0.71
H -2.70 2.63 -0.02
C -0.13 -5.89 -2.54
C -1.26 -4.84 -2.67
N -0.91 -3.47 -2.27
C -0.40 -3.36 -0.88
C -1.28 -3.85 0.31
C -2.12 -2.69 -2.45
C -1.78 -1.16 -2.33
H -0.40 -6.87 -2.95
H 0.17 -6.10 -1.52
H 0.77 -5.44 -2.96
H -1.57 -4.81 -3.72
H -2.12 -5.13 -2.07
H 0.54 -3.90 -0.81
H -0.15 -2.31 -0.72
H -2.26 -3.39 0.26
H -1.49 -4.92 0.22
H -0.87 -3.64 1.30
H -2.91 -2.83 -1.72
H -2.45 -2.83 -3.48
H -0.89 -0.84 -2.88
H -1.62 -0.89 -1.28
H -2.64 -0.59 -2.67
C -3.25 2.88 -3.83
C -1.81 2.59 -4.39
N -0.82 3.68 -4.17
C -1.07 5.00 -4.79
C -0.64 5.08 -6.27
C -0.49 3.79 -2.71
C 0.75 4.64 -2.45
H -3.33 2.65 -2.77
H -3.99 2.18 -4.22
H -3.63 3.89 -3.94
H -1.42 1.65 -4.00
H -1.93 2.50 -5.47
H -2.10 5.37 -4.78
H -0.53 5.79 -4.28
H -0.84 6.06 -6.70
H 0.44 4.90 -6.32
H -1.15 4.37 -6.92
H -0.38 2.78 -2.32
H -1.36 4.20 -2.20
H 0.40 5.65 -2.24
H 1.48 4.65 -3.26
H 1.25 4.35 -1.53
C 2.84 -2.38 1.57
C 3.45 -1.91 2.90
N 2.58 -2.12 4.02
C 2.21 -3.54 4.16
C 3.40 -4.53 4.37
C 3.16 -1.49 5.23
C 2.25 -1.48 6.42
H 1.79 -2.09 1.60
H 2.88 -3.47 1.48
H 3.25 -1.98 0.65
H 4.47 -2.28 3.02
H 3.52 -0.83 2.75
H 1.65 -3.87 3.28
H 1.54 -3.56 5.02
H 4.12 -4.05 5.03
H 3.88 -4.71 3.41
H 3.03 -5.42 4.89
H 4.10 -1.99 5.48
H 3.46 -0.49 4.91
H 2.71 -0.86 7.19
H 1.33 -0.96 6.15
H 2.09 -2.48 6.82
*
```

---

# 4
Entry from the Open Molecules 2025 dataset: a molecular structure, C24H60F3Li2O10S in a non-equilibrium geometry (ωB97M-V/def2-TZVPD).

Properties
Kohn-Sham gap   5.04 eV
Energy   -65721.248 eV
Highest occupied orbital energy   -10.5 eV
LUMO level   -5.472 eV

ORCA input file:
```
! RIJCOSX wB97M-V def2-TZVPD def2/J DEFGRID3
* xyz 1 1
Li -4.62 2.60 5.36
Li -0.29 5.95 3.64
C -1.70 0.89 -0.11
F -2.76 1.41 -0.68
F -2.01 -0.46 0.09
F -0.61 1.08 -0.79
S -1.44 1.71 1.59
O -0.97 3.07 1.37
O -2.69 1.63 2.36
O -0.41 0.84 2.23
C -5.85 -2.68 3.97
C -4.62 -3.38 4.49
O -4.86 -4.26 5.56
C -3.79 -5.13 5.90
C -4.19 -6.02 7.07
H -6.49 -3.40 3.45
H -6.40 -2.02 4.65
H -5.52 -1.90 3.29
H -4.18 -3.97 3.69
H -3.86 -2.65 4.78
H -3.34 -5.60 5.02
H -2.91 -4.55 6.17
H -4.93 -6.78 6.84
H -4.70 -5.43 7.83
H -3.34 -6.50 7.55
C -0.54 -7.87 -5.53
C -0.35 -6.72 -4.57
O -1.31 -6.88 -3.56
C -1.35 -5.78 -2.64
C -2.05 -6.42 -1.35
H -0.03 -7.72 -6.48
H -0.12 -8.77 -5.09
H -1.61 -7.92 -5.76
H 0.71 -6.79 -4.30
H -0.34 -5.73 -5.03
H -0.40 -5.28 -2.45
H -1.97 -4.98 -3.04
H -1.84 -5.97 -0.38
H -1.60 -7.40 -1.20
H -3.13 -6.52 -1.32
C 9.52 3.54 -1.86
C 8.20 3.05 -1.27
O 7.17 4.13 -1.18
C 5.82 3.73 -0.90
C 4.97 4.89 -0.74
H 10.16 2.68 -2.03
H 9.44 3.97 -2.85
H 10.01 4.29 -1.22
H 7.78 2.26 -1.89
H 8.32 2.65 -0.27
H 5.51 3.11 -1.74
H 5.87 3.21 0.06
H 5.05 5.47 -1.66
H 5.38 5.46 0.09
H 3.91 4.68 -0.60
C -5.17 2.04 -6.60
C -3.77 1.66 -7.09
O -3.98 0.74 -8.16
C -2.91 -0.19 -8.32
C -3.21 -0.68 -9.66
H -5.88 1.27 -6.28
H -5.00 2.71 -5.77
H -5.64 2.61 -7.41
H -3.22 2.57 -7.34
H -3.27 1.18 -6.25
H -1.97 0.35 -8.23
H -3.05 -0.90 -7.51
H -2.52 -1.51 -9.82
H -3.07 0.06 -10.44
H -4.22 -1.11 -9.73
C 2.17 -3.73 2.34
C 2.70 -3.23 3.68
C 4.01 -2.36 3.58
O 1.71 -2.52 4.37
H 1.54 -4.60 2.53
H 3.03 -4.03 1.74
H 1.51 -3.08 1.77
H 2.77 -4.07 4.37
H 4.45 -2.01 4.51
H 3.83 -1.39 3.10
H 4.81 -2.79 2.99
H 1.45 -1.75 3.85
C 3.89 3.98 5.91
C 2.50 4.47 6.36
O 2.28 5.69 5.77
H 4.20 3.09 6.45
H 4.66 4.74 6.04
H 3.91 3.74 4.85
H 2.44 4.64 7.44
H 1.67 3.83 6.08
H 2.75 6.41 6.18
C -1.53 7.54 -0.64
C -1.23 8.60 0.45
O -0.14 8.24 1.18
H -0.66 7.14 -1.17
H -2.22 8.06 -1.31
H -2.03 6.62 -0.34
H -2.05 8.82 1.13
H -0.82 9.52 0.04
H 0.57 8.78 0.84
*
```